1.
Here is a cluster of 4 separate species, C21H34NO9 in total from the OMol25 dataset. Energies are from ωB97M-V/def2-TZVPD.

The net charge is +1. The relative energy (zero: lowest compared OMol25 entry of this formula, charge and spin) is 0.948 eV.

Element x y z (Å)
C -3.16399 -1.74505 5.59077
C -3.10080 -0.90392 4.74016
C -3.02085 0.10673 3.70888
C -2.04151 -0.39023 2.66485
C -2.43386 -0.85304 1.42624
C -1.47943 -1.31707 0.55394
C -0.17236 -1.32905 0.92787
N 0.20876 -0.87257 2.13231
C 1.62737 -0.88814 2.54048
C -0.71192 -0.40785 2.99250
H -3.01344 -2.62455 6.16046
H -3.99494 0.27307 3.26428
H -2.64695 1.04025 4.11947
H -3.47542 -0.84753 1.15676
H -1.76217 -1.68113 -0.41552
H 0.60142 -1.70576 0.27998
H 1.66956 -1.24313 3.56083
H 2.17186 -1.55642 1.89256
H 2.04256 0.11128 2.50816
H -0.38379 -0.05952 3.95853
C 4.37582 1.07290 -2.57264
C 4.46863 2.43976 -1.93178
O 3.16974 3.04678 -1.78278
C 2.43063 2.60060 -0.78456
O 2.74300 1.75886 0.02400
O 1.26167 3.24973 -0.81194
C 0.33022 2.84646 0.18236
H 3.83571 1.12984 -3.51838
H 5.37048 0.67172 -2.76137
H 3.84350 0.37214 -1.93017
H 5.02987 3.11846 -2.56942
H 4.97173 2.40014 -0.96640
H 0.77079 2.89717 1.17736
H -0.02838 1.83517 -0.02268
H -0.50276 3.54090 0.12376
C -8.85016 3.68961 1.19182
C -8.32385 2.74607 0.13262
O -6.99311 3.10486 -0.28743
C -6.01618 2.75756 0.53199
O -6.11762 2.13347 1.55907
O -4.85678 3.17316 0.00300
C -3.73726 2.91271 0.83583
H -8.79296 4.72166 0.84448
H -9.88816 3.45383 1.42293
H -8.26917 3.61565 2.11029
H -8.93316 2.81094 -0.76587
H -8.33752 1.71047 0.47071
H -3.71027 1.86219 1.12586
H -3.76583 3.54604 1.72222
H -2.84613 3.14675 0.25916
C 7.17407 -4.81114 -4.44965
C 5.71538 -4.65786 -4.82174
O 4.85060 -4.88378 -3.69314
C 4.75679 -3.88144 -2.83261
O 5.29010 -2.80599 -2.91261
O 3.94736 -4.26558 -1.83441
C 3.81843 -3.30281 -0.79541
H 7.34864 -5.78280 -3.98631
H 7.79957 -4.72796 -5.33764
H 7.48250 -4.04452 -3.73995
H 5.43235 -5.41147 -5.55325
H 5.50967 -3.67935 -5.25438
H 3.51957 -2.33273 -1.19245
H 4.75509 -3.20668 -0.24756
H 3.04729 -3.67787 -0.12445

Forces on atoms 1 to 2 (eV/Å):
0.563 -0.171 -0.616
-0.356 -0.162 0.694

***

2.
Here is a structure of composition C26H50Cl2N3O5SiSm from the OMol25 dataset. Energies are from ωB97M-V/def2-TZVPD.

The net charge is 0. The multiplicity is 6. The relative energy (zero: lowest compared OMol25 entry of this formula, charge and spin) is 0.000 eV.

Element x y z (Å)
C -1.26166 -0.31986 -4.27891
C -0.85696 -1.54949 -3.52020
H -1.09976 -0.42694 -5.35675
H -0.66955 0.53001 -3.90988
H -2.32367 -0.07665 -4.11732
C -0.26335 -2.62156 -4.06260
C 0.16501 -2.71578 -5.48826
H -0.06731 -3.50699 -3.45201
H 0.56848 -1.75885 -5.85205
H -0.65247 -3.02044 -6.15920
H 0.95452 -3.46786 -5.58935
Sm 0.63760 0.96778 0.81133
Cl 2.27725 3.05446 0.80133
C -0.18641 -2.22129 2.19254
O 0.46341 -1.19196 1.89089
N 0.32447 -3.21414 2.92053
C 1.71758 -3.16919 3.34069
C -0.42648 -4.41118 3.27030
H -1.23770 -2.36362 1.87243
H 2.13110 -2.18110 3.13664
H 2.30027 -3.93324 2.80745
H 1.76699 -3.38752 4.41367
H -1.47620 -4.27348 2.98931
H -0.34829 -4.58529 4.35334
H -0.02642 -5.28886 2.73970
H 1.30870 3.60807 5.94471
H -0.63810 5.15241 5.04136
C 1.64575 3.54518 4.90322
C -0.19789 4.98588 4.04971
N 0.50567 3.71151 4.01847
H 2.10088 2.57049 4.70767
C 0.13918 2.73789 3.20299
O 0.75872 1.63909 3.08380
H -0.99430 4.96548 3.29568
H -0.75064 2.94651 2.57628
H 2.37001 4.34708 4.72117
H 0.49377 5.81092 3.82743
H 1.68327 -0.08624 -3.13556
H 2.68040 -2.85117 -3.25123
C 2.70008 -0.00143 -2.72662
C 3.51153 -2.35318 -2.72504
N 3.03016 -1.20366 -1.96571
H 2.74954 0.87979 -2.08092
C 2.99586 -1.21412 -0.61908
O 2.51267 -0.28228 0.05673
H 3.98143 -3.07179 -2.04659
H 3.43329 -2.11542 -0.15232
H 3.41502 0.08246 -3.55458
H 4.23978 -2.01226 -3.47572
O -0.14046 -0.48967 -1.57714
C -1.01955 -1.40925 -2.00216
C 0.42882 -3.23552 -1.05078
C -0.85332 -2.72690 -1.22760
H 1.26879 -2.63302 -1.42016
C 0.63327 -4.47017 -0.44561
H -2.05645 -1.05943 -1.85262
C -1.95601 -3.42745 -0.74341
H 1.64965 -4.84206 -0.32755
C -0.47684 -5.21860 -0.04383
C -1.76943 -4.69330 -0.18308
H -2.95439 -2.96944 -0.84898
H -0.32877 -6.21729 0.36219
H -2.63870 -5.27648 0.12857
Si -0.16394 4.21245 -1.66800
Cl -0.13153 2.06357 -1.54886
C 1.55761 4.89937 -1.83132
C -1.05989 4.73976 -0.12139
C -1.09183 4.68258 -3.20849
H 2.32972 4.12767 -1.91012
H 1.79189 5.50853 -0.94818
H 1.60363 5.53882 -2.72327
H -0.45311 4.62414 -4.09706
H -1.40973 5.72408 -3.07868
H -1.98238 4.06391 -3.39169
H -0.97773 4.01807 0.69923
H -2.12847 4.87247 -0.34037
H -0.64120 5.69840 0.21756
C -2.37279 0.47812 3.43115
C -2.59309 0.46484 1.91690
C -3.98898 0.98721 1.58863
O -1.58323 1.08742 1.20534
H -2.53579 1.49264 3.82055
H -1.35275 0.17538 3.68914
H -3.07378 -0.19846 3.93873
H -2.59546 -0.60776 1.62604
H -4.05124 2.05776 1.79273
H -4.21893 0.82221 0.53646
H -4.74886 0.47724 2.18763

Forces on atoms 1 to 2 (eV/Å):
0.249 0.135 -0.146
0.286 -0.877 0.327

***

3.
Here is an isolated molecule of C2H5PS from the OMol25 dataset. Energies are from ωB97M-V/def2-TZVPD.

The net charge is 0. The relative energy (zero: lowest compared OMol25 entry of this formula, charge and spin) is 2.973 eV.

Element x y z (Å)
C 2.19467 -0.16584 -0.40583
C -0.61997 0.03324 0.31393
P -2.20359 0.01608 -0.44056
S 0.82545 0.74158 -0.48906
H 2.24774 -1.26653 -0.53208
H 3.04703 0.33294 0.08800
H -0.54371 -0.85639 1.08662
H -2.19582 1.42484 -0.41669
H -2.75179 -0.25991 0.79567

Forces on atoms 1 to 2 (eV/Å):
0.916 -0.983 0.804
2.861 -2.134 0.873

***

4.
Here is the ion C13H15BrN2S with charge +2 from the OMol25 dataset. Energies are from ωB97M-V/def2-TZVPD.

The net charge is +2.

Element x y z (Å)
C 2.84693 -2.33268 -0.15422
C 3.09263 -1.70038 1.23406
S 4.21712 -0.29418 1.29310
C 3.50430 0.97567 0.16958
N 2.03423 0.88126 0.03254
C 1.28006 1.10422 1.12448
C -0.09586 1.01513 1.05047
C -0.69293 0.69711 -0.16497
C -2.17524 0.57120 -0.26247
C -2.75034 -0.67660 -0.03181
C -4.12152 -0.83156 -0.10593
N -4.88984 0.23203 -0.39684
Br -6.73630 -0.02708 -0.45672
C -4.36709 1.44423 -0.63271
C -3.00085 1.64362 -0.56911
C 0.10072 0.49304 -1.28161
C 1.47836 0.59093 -1.14527
H 1.80920 -2.17128 -0.44430
H 3.47421 -1.86719 -0.90708
H 3.00050 -3.40377 -0.14426
H 3.59707 -2.43442 1.85489
H 2.15209 -1.49771 1.73945
H 3.96248 0.90108 -0.80673
H 3.73933 1.92714 0.63103
H 1.80023 1.34798 2.03650
H -0.69061 1.19643 1.92910
H -2.12801 -1.52282 0.21035
H -4.57864 -1.79128 0.06296
H -5.06153 2.23272 -0.87430
H -2.58839 2.62179 -0.74886
H -0.32258 0.25061 -2.24043
H 2.11028 0.42478 -2.00088

Forces on atoms 1 to 2 (eV/Å):
-0.373 0.585 0.296
-0.096 -0.538 -0.689

***

Calculated energy (eV), listed in the same order as above: -42238.6052 -93313.4338 -22274.9306 -97565.5220